Entry 1:
DFT (ωB97M-V/def2-TZVPD) results for one molecule with the formula C7H11NOS.

Cartesian coordinates (Å):
C  -1.3768  0.9135  1.0777
C  1.8647  0.4343  -0.5770
C  1.0468  1.5322  -1.1989
C  1.0401  -0.0391  0.5361
C  -0.3936  0.9839  -1.2598
C  -0.4265  0.1631  0.0513
C  -1.5547  -2.0038  1.4049
N  -1.9629  1.3715  1.9577
O  -0.2863  -2.2806  -0.8186
S  -1.3839  -1.4384  -0.3735
H  2.2327  -0.3753  -1.2899
H  2.7967  0.9180  -0.2060
H  0.9891  2.3830  -0.6100
H  1.2994  1.7065  -2.2312
H  1.1718  -1.1067  0.6474
H  1.2349  0.7287  1.4068
H  -1.1083  1.7581  -1.2912
H  -0.4285  0.4391  -2.1715
H  -2.1592  -2.8610  1.3713
H  -2.0599  -1.0723  1.9270
H  -0.5353  -2.1547  1.6474

Cartesian forces, eV/Å:
C 2.1 -1.1 -1.0
C 2.8 0.6 -1.6
C -1.2 -1.6 -2.2
C -1.5 1.0 1.8
C 2.0 -0.2 1.1
C -3.4 1.1 0.8
C -1.6 4.1 -0.9
N -0.1 0.0 -0.4
O 1.2 -1.4 -1.5
S 0.2 1.0 2.6
H -0.9 1.0 0.7
H -0.4 -0.6 -0.1
H 0.6 1.9 1.0
H 0.7 0.8 -0.2
H 0.3 -0.1 1.1
H -0.5 -2.2 -1.1
H -1.0 0.8 0.0
H -0.5 -1.1 -0.5
H -0.7 -1.2 0.3
H 1.0 -2.4 -0.6
H 0.8 -0.3 0.7

Output
- spin multiplicity = 1
- relative energy (zero: lowest compared OMol25 entry of this formula, charge and spin) (kJ/mol) = 171.42
- gap between HOMO and LUMO (eV) = 10.262

Mulliken atomic charge list, values in e, 5 entries: C -0.084; C -0.528; C -0.739; C -0.538; C -1.044



Entry 2:
DFT (ωB97M-V/def2-TZVPD) results for a 13-piece molecular cluster, C30H59Br24NO3 overall.

Cartesian coordinates (Å):
C  -1.9235  1.0184  -0.3250
N  -2.3383  0.3536  0.9262
C  -3.6874  0.7597  1.3287
C  -2.2630  -1.0713  0.7247
O  -3.2043  -1.7279  0.2387
C  -0.9589  -1.7645  1.1143
C  0.0863  -0.8998  1.8172
O  -0.4274  -0.5474  3.1259
C  0.4764  -0.5973  4.1422
O  1.6255  -0.1452  4.0965
H  -0.8439  0.8766  -0.5094
H  -2.4835  0.6396  -1.1950
H  -2.1029  2.1002  -0.2399
H  -3.8872  0.4294  2.3614
H  -3.7496  1.8634  1.3130
H  -4.4763  0.3557  0.6704
H  -0.5213  -2.2192  0.2116
H  -1.2356  -2.5952  1.7865
H  1.0176  -1.4795  1.9512
H  0.3380  0.0122  1.2569
H  0.0809  -1.0880  5.0506
Br  -2.9937  2.2920  -4.1041
C  -1.1185  2.1571  -4.6109
C  -0.7652  0.7879  -5.1289
Br  -0.6388  -0.5344  -3.7071
H  -0.5421  2.4340  -3.7328
H  -0.9708  2.9033  -5.3883
H  0.2149  0.8085  -5.6002
H  -1.5028  0.4135  -5.8316
Br  -0.4469  4.3258  0.1648
C  -1.3743  5.9591  -0.3447
C  -2.2271  5.7770  -1.5739
Br  -1.1091  5.7482  -3.1682
H  -0.6132  6.7157  -0.5107
H  -1.9750  6.2316  0.5202
H  -2.8935  6.6272  -1.7013
H  -2.8032  4.8562  -1.5644
Br  2.0783  3.5317  -2.5428
C  3.3001  5.0468  -2.5411
C  2.6682  6.2347  -3.2139
Br  2.6695  6.0544  -5.1563
H  4.2242  4.7412  -3.0226
H  3.4920  5.2680  -1.4924
H  3.2322  7.1401  -3.0077
H  1.6343  6.3763  -2.9156
Br  6.8219  2.1359  -2.0647
C  5.3354  2.0419  -0.8118
C  5.2066  0.6806  -0.1961
Br  4.4716  -0.6162  -1.4491
H  4.4502  2.3295  -1.3711
H  5.5463  2.7810  -0.0407
H  4.5174  0.7081  0.6443
H  6.1619  0.2851  0.1326
Br  8.4298  7.4280  -1.5860
C  8.9346  5.7960  -2.5193
C  8.4588  5.7947  -3.9480
Br  6.5454  5.4806  -4.0599
H  8.5161  4.9711  -1.9505
H  10.0208  5.7566  -2.4786
H  8.9261  4.9810  -4.4985
H  8.6509  6.7352  -4.4543
Br  -4.1408  -3.3954  3.4046
C  -3.8666  -5.3172  3.2995
C  -2.4275  -5.6942  3.5125
Br  -1.3372  -5.3051  1.9481
H  -4.2234  -5.6310  2.3240
H  -4.4926  -5.7521  4.0753
H  -2.3407  -6.7678  3.6669
H  -1.9746  -5.1691  4.3476
Br  1.2525  -6.0298  4.7815
C  2.0790  -6.7955  3.1956
C  3.1551  -5.9067  2.6309
Br  2.4148  -4.3841  1.6764
H  1.2764  -6.9767  2.4865
H  2.5053  -7.7421  3.5208
H  3.7479  -6.4488  1.8975
H  3.8067  -5.5075  3.4018
Br  2.3664  8.1164  -0.2716
C  3.6040  9.6162  -0.3279
C  3.0049  10.7945  -1.0475
Br  2.9474  10.4957  -2.9678
H  4.5032  9.2537  -0.8170
H  3.8248  9.8620  0.7082
H  3.6162  11.6815  -0.8975
H  1.9858  10.9942  -0.7324
Br  7.1111  -0.2848  6.7177
C  5.9236  1.1046  6.0526
C  5.1793  0.6687  4.8195
Br  6.3230  0.6581  3.2452
H  6.5406  1.9793  5.8746
H  5.2245  1.3076  6.8608
H  4.3730  1.3638  4.5935
H  4.7724  -0.3345  4.9085
Br  -3.8852  -8.7700  1.4185
C  -5.7669  -8.6655  0.9367
C  -6.4383  -7.4680  1.5491
Br  -6.7524  -7.6941  3.4575
H  -6.2189  -9.6015  1.2491
H  -5.7918  -8.5865  -0.1483
H  -7.4155  -7.3077  1.1023
H  -5.8455  -6.5669  1.4388
Br  -4.0764  -5.3782  -0.7790
C  -3.4922  -4.9304  -2.5756
C  -2.8132  -6.0939  -3.2466
Br  -1.0270  -6.3890  -2.5350
H  -2.8368  -4.0704  -2.4796
H  -4.3885  -4.6415  -3.1204
H  -2.6812  -5.8962  -4.3081
H  -3.3582  -7.0227  -3.1105
Br  -9.2914  -7.0083  -1.1752
C  -10.0961  -5.3399  -0.5751
C  -9.1455  -4.1794  -0.6998
Br  -7.7824  -4.1922  0.6836
H  -10.4177  -5.5006  0.4489
H  -10.9643  -5.1909  -1.2130
H  -9.6807  -3.2405  -0.5758
H  -8.6236  -4.1778  -1.6516

Cartesian forces, eV/Å:
C 0.2 0.2 -0.1
N -0.2 -0.4 -0.2
C -0.4 0.3 0.0
C -1.7 -1.2 -1.2
O 2.3 1.6 1.4
C 0.0 0.3 0.2
C 0.3 0.1 -0.4
O 0.8 -0.8 1.0
C 2.0 1.3 -0.6
O -2.6 -1.3 -0.1
H -0.4 0.0 0.1
H 0.1 0.1 0.1
H 0.1 -0.5 0.1
H 0.1 0.0 -0.4
H 0.1 -0.5 0.0
H 0.3 0.1 0.2
H -0.1 0.1 0.2
H 0.0 0.3 -0.4
H -0.4 0.3 -0.1
H -0.2 -0.2 0.2
H -0.2 0.4 -0.3
Br 0.0 0.0 0.1
C -0.1 0.1 0.0
C 0.0 0.0 0.1
Br 0.0 0.0 0.0
H 0.0 0.0 0.0
H 0.0 0.0 0.0
H 0.0 0.0 0.0
H 0.0 0.0 0.0
Br 0.0 0.2 0.0
C 0.0 -0.1 0.1
C 0.1 0.1 -0.1
Br -0.1 -0.1 0.0
H 0.0 0.0 0.1
H -0.1 0.0 -0.1
H 0.0 0.0 0.0
H 0.0 0.0 0.0
Br 0.2 -0.2 -0.1
C -0.2 0.1 0.1
C 0.1 0.1 -0.2
Br -0.1 0.0 0.1
H -0.1 -0.1 0.0
H 0.0 0.0 0.0
H 0.0 0.0 0.0
H 0.0 0.0 0.0
Br 0.0 0.0 0.0
C 0.1 0.2 0.0
C -0.1 -0.2 -0.1
Br 0.0 0.0 0.0
H 0.0 0.0 0.0
H 0.0 0.0 0.0
H 0.0 0.0 0.0
H 0.0 0.0 0.0
Br 0.0 0.0 0.0
C 0.0 0.1 0.0
C -0.1 -0.1 0.0
Br 0.1 0.2 -0.2
H 0.0 0.0 0.0
H 0.0 0.0 0.0
H 0.0 0.0 0.0
H 0.0 0.0 0.0
Br 0.0 0.0 -0.1
C 0.0 0.1 0.1
C 0.1 -0.1 -0.1
Br 0.0 -0.1 0.1
H 0.1 0.0 0.0
H 0.0 0.0 0.0
H 0.0 0.0 0.0
H 0.0 0.0 0.0
Br 0.0 0.0 0.0
C 0.0 -0.1 0.1
C 0.0 0.1 -0.1
Br 0.1 0.1 0.0
H 0.0 0.0 0.0
H 0.0 0.0 0.0
H 0.0 0.0 0.0
H 0.0 0.0 0.0
Br 0.0 -0.1 0.1
C 0.0 -0.1 0.0
C 0.0 0.0 -0.1
Br 0.0 0.0 0.0
H 0.0 0.0 0.0
H 0.0 0.0 0.0
H 0.0 0.0 0.0
H 0.0 0.0 0.0
Br 0.0 0.0 0.0
C 0.0 -0.1 0.1
C -0.1 0.0 -0.1
Br 0.0 0.0 0.1
H 0.0 0.0 0.0
H 0.0 0.0 0.0
H 0.0 0.0 0.0
H 0.0 0.1 0.0
Br 0.0 0.0 0.0
C 0.1 0.0 0.0
C -0.1 -0.1 0.1
Br 0.0 0.0 0.0
H 0.0 0.0 0.0
H 0.0 0.0 0.0
H 0.0 0.0 0.0
H 0.0 0.0 -0.1
Br 0.0 0.0 0.0
C -0.1 0.1 0.1
C 0.1 0.0 0.0
Br 0.0 0.0 0.0
H 0.0 0.0 0.0
H 0.0 0.0 0.0
H 0.0 0.0 0.0
H 0.0 0.0 0.0
Br 0.0 0.0 0.0
C 0.0 -0.1 -0.1
C 0.1 0.1 0.1
Br 0.0 0.0 0.0
H 0.0 0.0 0.0
H 0.0 0.0 0.0
H 0.0 0.0 0.0
H 0.0 0.0 0.0

Output
- spin multiplicity = 1
- relative energy (zero: lowest compared OMol25 entry of this formula, charge and spin) (kJ/mol) = 0.00
- gap between HOMO and LUMO (eV) = 9.051

Mulliken atomic charge list, values in e, 5 entries: C -0.560; N 0.403; C -0.921; C 0.165; O -0.686



Entry 3:
DFT (ωB97M-V/def2-TZVPD) results for C2HKO3 as an isolated structure.

Cartesian coordinates (Å):
O  -0.2081  -0.4790  0.5535
O  1.0977  0.1274  -0.9022
O  -1.0486  0.9875  -0.9640
C  1.3077  -0.9196  0.1404
C  -0.1336  0.3526  -0.4570
H  1.8476  -0.3731  0.9411
K  -2.8627  0.3043  0.6882

Cartesian forces, eV/Å:
O 0.0 0.0 0.7
O -0.6 0.8 0.1
O -0.2 0.6 0.1
C -0.4 -0.2 0.4
C 0.9 -1.1 -1.1
H 0.0 -0.1 -0.2
K 0.3 -0.1 -0.1

Output
- spin multiplicity = 1
- relative energy (zero: lowest compared OMol25 entry of this formula, charge and spin) (kJ/mol) = 262.79
- gap between HOMO and LUMO (eV) = 5.696

Mulliken atomic charge list, values in e, 5 entries: O -0.419; O -0.265; O -0.797; C -0.518; C 0.877



Entry 4:
DFT (ωB97M-V/def2-TZVPD) results for one molecule with the formula C6H12.

Cartesian coordinates (Å):
C  -1.6495  -0.4922  -0.9288
C  -0.4496  -0.7060  -0.4181
C  -0.4012  -0.6854  1.0575
C  -0.4557  0.8060  1.5287
C  0.9051  -0.7433  -1.1374
C  1.5825  0.6205  -0.7451
H  -1.8170  -0.2552  -1.9913
H  -2.5858  -0.4293  -0.2664
H  -1.3477  -1.0763  1.3667
H  0.3843  -1.3002  1.6694
H  -1.3739  1.3694  1.1674
H  -0.6885  0.8781  2.7308
H  0.5467  1.3410  1.2989
H  0.6964  -0.7147  -2.2081
H  1.5270  -1.6122  -0.9324
H  1.7258  0.9383  0.3145
H  2.5311  0.7245  -1.2458
H  0.8699  1.3369  -1.2606

Cartesian forces, eV/Å:
C -1.6 0.4 -0.7
C 1.2 -0.9 -0.1
C 0.4 0.3 2.4
C 0.1 1.0 3.0
C -1.0 1.4 0.7
C -0.8 0.5 -1.3
H 0.1 -0.4 0.5
H 1.6 -0.1 -1.0
H -0.6 -0.5 0.5
H -1.0 1.2 -1.6
H 1.4 -0.8 -0.3
H 1.1 -0.4 -2.7
H -2.4 -0.5 0.8
H 0.3 0.0 -0.1
H -0.2 -0.1 0.3
H -0.1 -0.9 -1.1
H 0.5 0.0 -0.2
H 1.0 -0.2 0.9

Output
- spin multiplicity = 1
- relative energy (zero: lowest compared OMol25 entry of this formula, charge and spin) (kJ/mol) = 216.51
- SMILES = C=C(CC)CC
- gap between HOMO and LUMO (eV) = 10.305

Mulliken atomic charge list, values in e, 5 entries: C -0.896; C 0.652; C -0.789; C -0.762; C -0.533



Entry 5:
DFT (ωB97M-V/def2-TZVPD) results for C34H32Cl2N3O9PS2SeV as an isolated structure.

Cartesian coordinates (Å):
V  -0.3406  -0.2879  1.0347
O  -3.4520  -3.1501  1.9530
S  -3.4257  -1.7022  1.9309
O  -4.3502  -1.0534  2.8340
O  -2.0638  -1.1568  2.0154
C  -4.0057  -1.2785  0.2753
C  -5.3171  -0.8305  0.1821
C  -5.8769  -0.5231  -1.0470
C  -5.1164  -0.6556  -2.1970
C  -3.8045  -1.0933  -2.1091
C  -3.2250  -1.4175  -0.8830
P  -1.4444  -1.8846  -0.7751
C  -1.5711  -3.6991  -0.5421
C  -2.7216  -4.4026  -0.8987
C  -2.7788  -5.7789  -0.7603
C  -1.6851  -6.4704  -0.2539
C  -0.5454  -5.7749  0.1153
C  -0.4848  -4.3930  -0.0192
C  -0.8889  -1.7759  -2.5216
C  -0.1084  -0.6690  -2.8464
C  0.3836  -0.5000  -4.1344
C  0.0955  -1.4406  -5.1117
C  -0.6740  -2.5553  -4.7950
C  -1.1591  -2.7249  -3.5070
H  -5.8748  -0.7125  1.1011
H  -6.8989  -0.1666  -1.1021
H  -5.5329  -0.4022  -3.1649
H  -3.2126  -1.1611  -3.0125
H  -3.5894  -3.8653  -1.2652
H  -3.6853  -6.3095  -1.0275
H  -1.7314  -7.5468  -0.1324
H  0.3080  -6.2982  0.5289
H  0.4045  -3.8719  0.3091
H  0.1431  0.0422  -2.0680
H  1.0140  0.3545  -4.3493
H  0.4857  -1.3197  -6.1158
H  -0.8848  -3.3021  -5.5518
H  -1.7402  -3.6053  -3.2601
C  7.1079  2.0897  2.9459
C  5.8881  1.9608  2.0711
C  5.9471  2.2391  0.7106
C  4.8182  2.1145  -0.0915
C  3.6204  1.7139  0.4736
C  3.5427  1.4237  1.8297
C  4.6732  1.5504  2.6180
S  2.1300  1.5719  -0.5058
O  2.5869  1.6007  -1.8929
O  1.2992  2.6915  -0.1054
N  1.4622  0.2312  -0.0847
C  2.2843  -0.9564  -0.3185
C  1.9369  -2.0762  0.6701
O  2.6234  -3.1030  0.6337
O  0.9332  -1.8757  1.4302
H  7.9951  2.3208  2.3543
H  7.2969  1.1646  3.4941
H  6.9790  2.8837  3.6854
H  6.8903  2.5458  0.2692
H  4.8561  2.3107  -1.1550
H  2.6011  1.0827  2.2476
H  4.6064  1.3158  3.6747
H  3.3564  -0.7593  -0.2074
H  2.1508  -1.3581  -1.3308
C  -1.8490  3.8734  2.1178
N  -1.3511  4.1267  0.7773
C  -0.7445  5.2836  0.3435
C  -0.4554  5.1126  -0.9634
N  -0.8997  3.8591  -1.3132
C  -0.6371  3.1955  -2.5728
C  -1.4301  3.2445  -0.2359
Se  -2.2001  1.5635  -0.1873
H  -1.4592  4.6452  2.7784
H  -1.5172  2.9018  2.4786
H  -2.9394  3.8884  2.1191
H  -0.5457  6.1036  1.0090
H  0.0608  5.7490  -1.6584
H  -1.5712  2.9507  -3.0770
H  -0.0738  2.2842  -2.3860
H  -0.0351  3.8611  -3.1880
Cl  2.2123  -0.2951  4.8464
C  1.1099  1.0821  4.9993
Cl  2.0457  2.6147  5.0764
C  0.0502  1.1958  3.8606
O  -0.9684  1.7884  4.2137
O  0.3667  0.6785  2.7668
H  0.6006  0.9922  5.9504

Cartesian forces, eV/Å:
V 0.0 -0.1 0.0
O 0.0 0.0 0.0
S 0.0 0.0 0.0
O 0.0 0.0 0.0
O 0.1 0.1 0.0
C 0.0 0.0 0.0
C 0.0 0.0 0.0
C 0.0 0.0 0.0
C 0.0 0.0 0.0
C 0.0 0.0 0.0
C 0.0 0.0 0.0
P -0.1 0.0 0.0
C -0.1 0.0 0.0
C 0.0 0.0 0.0
C 0.0 0.0 0.0
C 0.0 0.0 0.0
C 0.0 0.0 0.0
C 0.0 0.0 0.0
C 0.0 0.0 0.0
C 0.0 0.0 0.0
C 0.0 0.0 0.0
C 0.0 0.0 0.0
C 0.0 0.0 0.0
C 0.0 0.0 0.0
H 0.0 0.0 0.0
H 0.0 0.0 0.0
H 0.0 0.0 0.0
H 0.0 0.0 0.0
H 0.0 0.0 0.0
H 0.0 0.0 0.0
H 0.0 0.0 0.0
H 0.0 0.0 0.0
H 0.0 0.0 0.0
H 0.0 0.0 0.0
H 0.0 0.0 0.0
H 0.0 0.0 0.0
H 0.0 0.0 0.0
H 0.0 0.0 0.0
C 0.0 0.0 0.0
C 0.0 0.0 0.0
C 0.0 0.0 0.0
C 0.0 0.0 0.0
C 0.0 0.0 -0.1
C 0.0 0.0 0.0
C 0.0 0.0 0.0
S 0.0 0.0 0.0
O 0.0 0.0 0.0
O 0.0 0.0 0.0
N 0.0 0.0 0.0
C 0.0 0.0 0.0
C 0.0 0.0 0.0
O 0.0 0.0 0.0
O 0.0 0.0 0.0
H 0.0 0.0 0.0
H 0.0 0.0 0.0
H 0.0 0.0 0.0
H 0.0 0.0 0.0
H 0.0 0.0 0.0
H 0.0 0.0 0.0
H 0.0 0.0 0.0
H 0.0 0.0 0.0
H 0.0 0.0 0.0
C 0.0 0.0 0.0
N 0.0 0.0 0.0
C 0.0 0.0 0.0
C 0.0 0.0 0.0
N 0.0 0.0 0.0
C 0.0 0.0 0.0
C 0.0 0.0 0.0
Se 0.0 0.0 0.0
H 0.0 0.0 0.0
H 0.0 0.0 0.0
H 0.0 0.0 0.0
H 0.0 0.0 0.0
H 0.0 0.0 0.0
H 0.0 0.0 0.0
H 0.0 0.0 0.0
H 0.0 0.0 0.0
Cl 0.0 0.0 0.0
C 0.0 0.0 0.0
Cl 0.0 0.0 0.0
C -0.1 -0.2 0.1
O 0.0 0.1 0.0
O 0.1 0.2 -0.1
H 0.0 0.0 0.0

Output
- ⟨S²⟩ = 3.756
- spin multiplicity = 4
- total charge = -2
- relative energy (zero: lowest compared OMol25 entry of this formula, charge and spin) (kJ/mol) = 6.75
- gap between HOMO and LUMO (alpha / beta) (eV) = 5.738 / 7.177

Mulliken atomic charge list, values in e, 5 entries: V 1.295; O -0.724; S 1.128; O -0.806; O -0.413